# 1
Below is a molecular structure, C2H6ClO2Y, with properties calculated with ωB97M-V with the def2-TZVPD basis set.

```
12
Properties=species:S:1:pos:R:3:lowdin_charge:R:1
Y 24.2150 -7.2271 -22.5892 1.5897
Cl 24.8867 -6.1488 -24.0558 0.7467
C 27.6454 -5.3214 -24.5885 -0.1948
C 27.0679 -3.8435 -24.7927 -0.1859
O 25.8045 -3.7211 -24.1991 -0.1132
O 26.9876 -6.3514 -25.3425 -0.1218
H 27.5859 -5.6161 -23.5408 0.0960
H 28.6970 -5.4735 -24.8316 0.1401
H 27.1121 -3.5620 -25.8448 0.1365
H 27.7288 -3.1650 -24.2534 0.1375
H 25.2635 -4.3971 -24.6138 -0.0506
H 26.1103 -6.5115 -24.9870 -0.1801
```

Properties
- gap between HOMO and LUMO (eV) = 4.969
- E_HOMO (eV) = -16.971
- net charge = +2
- total energy (eV) = -19806.9781


# 2
Below is a single C2H6ClO4PS molecule, with properties calculated with ωB97M-V with the def2-TZVPD basis set.

```
15
Properties=species:S:1:pos:R:3:lowdin_charge:R:1
C -0.4709 1.1971 -1.8312 -0.0483
O -0.5042 -0.2728 -1.9651 -0.2067
P -0.3043 -0.9592 -0.5445 0.6149
O -0.3523 -2.4043 -0.3043 -0.2211
O -1.0301 -0.1032 0.5685 -0.2867
C -0.9649 -0.6308 1.8826 -0.0836
O 1.6446 -0.2218 -0.3730 -0.8046
S 3.3568 -0.1484 0.2582 0.3657
Cl 3.0630 1.2754 1.5696 0.0884
H -0.8867 1.3547 -2.7962 0.0859
H 0.5348 1.5914 -1.7242 0.0925
H -1.1722 1.4421 -1.0564 0.0768
H -1.9789 -1.1701 2.0065 0.1274
H -0.9067 0.2845 2.5366 0.1106
H -0.0278 -1.2342 1.7730 0.0888
```

Properties
- gap between HOMO and LUMO (eV) = 8.000
- E_HOMO (eV) = -8.478
- net charge = 0
- total energy (eV) = -43006.3453
- SMILES = COP(=O)(OC)OSCl


# 3
Below is 2 unconnected molecules or ions with the total composition C2H6ClOP, with properties calculated with ωB97M-V with the def2-TZVPD basis set.

```
11
Properties=species:S:1:pos:R:3:lowdin_charge:R:1
C 0.6650 -1.1414 -1.0334 -0.1401
C 0.2625 0.9774 -0.2378 -0.1897
O 1.0796 -0.1448 -0.2174 -0.2522
P -0.9474 1.1707 1.9594 0.3532
Cl -0.7963 -0.7690 2.5115 0.0097
H 1.0171 -0.8841 -2.0143 0.0812
H -0.4251 -1.0517 -0.8965 0.0932
H 1.2257 -2.0713 -0.6660 0.1269
H -0.6451 1.0740 -0.6667 -0.0011
H 0.8958 1.8690 -0.1888 0.0734
H -2.3318 0.9712 1.4499 -0.1546
```

Properties
- gap between HOMO and LUMO (eV) = 8.383
- E_HOMO (eV) = -8.055
- net charge = 0
- total energy (eV) = -26027.2178